Density functional theory data (wB97M-V/def2-TZVPD) for a molecular structure, C32H27Br6N5O10 at a distorted geometry.

Cartesian coordinates (Å):
C1 18.54873 14.04856 20.97159
Br1 16.52320 14.01479 21.38953
Br2 19.03381 12.43911 19.97372
Br3 19.71796 14.59734 22.58139
H1 18.61322 14.73023 20.12350
C2 25.73913 8.34591 19.25009
Br4 25.88455 9.20798 20.97734
Br5 25.57423 6.34972 19.65627
Br6 27.47716 8.64815 18.22265
H2 24.83053 8.76126 18.81416
C3 21.46209 18.71276 12.44140
C4 22.70749 18.65670 11.73331
C5 23.57336 17.61672 12.05396
C6 23.10669 16.54635 12.90118
C7 21.89262 16.66712 13.49937
C8 21.07869 17.72407 13.32465
N1 23.93440 15.33827 13.17567
O1 23.46291 14.45667 13.80603
O2 25.05746 15.23321 12.62345
H3 20.74899 19.49954 12.24429
H4 22.86202 19.43619 11.00193
H5 24.53477 17.54484 11.56722
H6 21.63392 15.87979 14.19189
H7 20.13375 17.77355 13.84526
C9 25.80174 18.83191 28.60635
C10 27.04645 18.56390 29.11770
C11 28.01452 18.01315 28.24372
C12 27.73482 17.69066 26.90949
C13 26.40712 17.82946 26.51918
C14 25.45536 18.32916 27.40593
N2 28.65517 16.99170 26.02424
O3 28.19810 16.48599 25.04033
O4 29.83272 16.64435 26.38850
H8 24.94957 19.16352 29.18103
H9 27.21362 18.93077 30.11963
H10 28.90415 17.58240 28.67894
H11 25.98821 17.35137 25.64605
H12 24.42863 18.37001 27.07341
C15 17.92196 9.11015 26.02227
C16 18.69494 8.61824 25.00545
C17 18.39114 7.41306 24.29921
C18 17.22037 6.62200 24.64767
C19 16.43916 7.22853 25.68910
C20 16.79349 8.35382 26.41524
N3 16.89919 5.39415 24.04991
O5 15.89257 4.82891 24.37263
O6 17.65481 4.93009 23.21867
H13 18.25885 9.99528 26.54135
H14 19.56655 9.20740 24.76134
H15 19.13790 7.10399 23.58282
H16 15.51323 6.72297 25.92031
H17 16.27257 8.74393 27.27713
C21 29.30837 21.11918 16.33421
C22 27.92945 21.25267 15.81665
C23 27.00304 20.43934 16.43319
C24 27.29542 19.33869 17.33930
C25 28.68541 19.20901 17.71684
C26 29.63741 20.05913 17.16860
N4 26.24781 18.37555 17.84921
O7 25.09402 18.78618 17.92716
O8 26.50799 17.19978 17.97939
H18 30.10992 21.76855 16.01448
H19 27.58008 21.94585 15.06575
H20 25.96286 20.68136 16.27235
H21 28.98559 18.40067 18.36713
H22 30.65363 19.98822 17.52731
C27 10.88809 7.56242 21.92782
C28 9.74649 8.05693 22.56276
C29 8.64911 7.26401 22.83503
C30 8.67529 5.89542 22.42122
C31 9.76106 5.49562 21.55169
C32 10.84735 6.28342 21.33051
N5 7.60018 4.93702 22.73591
O9 7.62080 3.75489 22.37094
O10 6.68285 5.44227 23.24921
H23 11.67938 8.29141 21.83390
H24 9.61520 9.08068 22.88072
H25 7.70930 7.52983 23.29601
H26 9.76628 4.47447 21.20008
H27 11.73568 5.89748 20.85267

Values from the calculation:
energy above the lowest of the compared OMol25 structures with the same formula, charge and spin: 114.4 kcal per mole
gap between HOMO and LUMO: 8.85 eV
HOMO energy: -9.97 eV
electronic energy: -481783.0331 eV


Density functional theory data (wB97M-V/def2-TZVPD) for a molecular structure, C32H27CdClN6O2.

Cartesian coordinates (Å):
Cd1 0.20345 -0.86717 0.56580
Cl1 5.05550 3.22549 -2.58267
C1 4.25966 2.01321 -1.61359
C2 4.51010 0.65489 -1.87590
C3 3.91492 -0.30739 -1.11222
C4 2.99177 -0.00047 -0.05753
O1 2.48424 -0.93330 0.64424
C5 2.73737 1.40642 0.16097
C6 1.82465 1.83854 1.17094
N1 0.93914 1.05462 1.67491
C7 0.09221 1.37319 2.72333
C8 -0.29419 2.63519 3.11898
C9 -1.15270 2.82242 4.21470
C10 -1.62288 1.75803 4.93295
C11 -1.26358 0.44442 4.56057
C12 -1.69713 -0.70307 5.26173
C13 -1.30105 -1.93906 4.84109
C14 -0.49099 -2.03763 3.69391
N2 -0.07282 -0.99910 3.01636
C15 -0.42668 0.24344 3.43818
C16 3.41294 2.37644 -0.60626
H1 5.17537 0.38545 -2.68640
H2 4.10585 -1.35826 -1.29647
H3 1.93666 2.86991 1.53120
H4 0.06136 3.50288 2.57668
H5 -1.43863 3.82936 4.49071
H6 -2.26683 1.90969 5.79055
H7 -2.33475 -0.58598 6.12970
H8 -1.61531 -2.83714 5.35475
H9 -0.17615 -3.00978 3.33113
H10 3.24062 3.42847 -0.40434
C17 2.08778 -4.93614 -0.76355
C18 2.21881 -4.83966 -2.13895
C19 1.70127 -3.72888 -2.78247
C20 1.07033 -2.74440 -2.02565
N3 0.96782 -2.83312 -0.70312
C21 1.45776 -3.90100 -0.09137
C22 0.55823 -1.51356 -2.68127
C23 0.00636 -1.54549 -3.95774
C24 -0.34043 -0.34927 -4.56289
C25 -0.08529 0.83890 -3.89830
C26 0.44588 0.77159 -2.62019
N4 0.72159 -0.37325 -2.00712
H11 2.47160 -5.78982 -0.22268
H12 2.73189 -5.60954 -2.70036
H13 1.80988 -3.61187 -3.85222
H14 1.35416 -3.92299 0.98748
H15 -0.15789 -2.48647 -4.46491
H16 -0.79313 -0.34412 -5.54622
H17 -0.30298 1.79580 -4.35211
H18 0.67603 1.67188 -2.06649
C27 -2.61861 -2.12097 1.15528
O2 -1.61332 -1.89806 0.23305
H19 -3.46610 -2.63970 0.67691
H20 -3.02584 -1.19328 1.60628
H21 -2.31577 -2.76383 1.99988
N5 -4.19670 3.67980 -2.16809
C28 -3.27569 2.86897 -1.56360
C29 -3.43285 1.48060 -1.52270
C30 -2.49867 0.71118 -0.85747
N6 -1.42645 1.22165 -0.24649
C31 -1.27362 2.54364 -0.29398
C32 -2.14581 3.40126 -0.92975
H22 -4.90785 3.27067 -2.74411
H23 -3.96883 4.64248 -2.33041
H24 -4.28740 1.01791 -2.00196
H25 -2.58228 -0.37183 -0.80244
H26 -0.38735 2.93706 0.19462
H27 -1.96863 4.47013 -0.94288

Values from the calculation:
gap between HOMO and LUMO: 6.72 eV
HOMO energy: -6.87 eV
electronic energy: -63745.5463 eV


Density functional theory data (wB97M-V/def2-TZVPD) for a molecular structure, C32H27Cl2N3O2PdSb.

Cartesian coordinates (Å):
Pd1 -0.28261 -0.55977 -0.68994
Cl1 0.04554 0.90932 -5.40825
C1 0.07063 1.85543 -3.96610
C2 0.12074 3.26411 -4.05593
C3 0.13465 4.04683 -2.93575
Cl2 0.17575 5.77216 -3.08388
C4 0.09457 3.45594 -1.64943
C5 0.04200 4.13900 -0.41530
C6 -0.04118 3.43342 0.75476
C7 -0.07331 2.02966 0.71981
N1 -0.03263 1.37761 -0.41739
C8 0.05672 2.05677 -1.60366
C9 0.06156 1.23125 -2.74337
O1 0.08308 -0.09033 -2.55723
H1 0.14207 3.72186 -5.03531
H2 0.06284 5.22059 -0.40824
H3 -0.08893 3.93542 1.70977
H4 -0.12959 1.43740 1.62295
C10 -6.46339 -3.46223 2.47776
C11 -6.07506 -2.27507 3.08278
C12 -4.89752 -1.65064 2.69816
C13 -4.11157 -2.20242 1.68912
C14 -4.48973 -3.40542 1.10191
C15 -5.66814 -4.02897 1.49405
Sb1 -2.32000 -1.20247 1.10489
C16 -3.28755 0.51562 0.22833
C17 -3.20410 0.90090 -1.10819
C18 -3.71554 2.12241 -1.52955
C19 -4.31337 2.98453 -0.62132
C20 -4.39846 2.61755 0.71321
C21 -3.88019 1.39872 1.13183
C22 -1.92601 -2.30707 -0.71547
C23 -2.87340 -2.34240 -1.75515
C24 -2.53617 -2.85244 -2.98884
C25 -1.24018 -3.32281 -3.24353
C26 -0.30709 -3.32638 -2.24089
C27 -0.63180 -2.82013 -0.96376
H5 -7.38158 -3.94874 2.77959
H6 -6.68555 -1.83683 3.86167
H7 -4.60458 -0.73735 3.20012
H8 -3.88130 -3.86288 0.33249
H9 -5.96194 -4.96049 1.02749
H10 -2.73684 0.26475 -1.84787
H11 -3.63876 2.39983 -2.57403
H12 -4.70640 3.93753 -0.95106
H13 -4.86216 3.28042 1.43274
H14 -3.94159 1.15292 2.18597
H15 -3.87313 -1.96352 -1.58307
H16 -3.27757 -2.87923 -3.77759
H17 -0.98637 -3.70074 -4.22472
H18 0.68253 -3.72753 -2.41692
H19 0.05430 -3.00924 -0.14597
N2 1.41841 -0.97080 0.95733
C28 2.18866 -1.61801 1.53276
N3 3.06377 -2.32586 2.20283
C29 3.78113 -3.44967 1.58095
C30 5.20330 -3.45228 2.10846
O2 5.20485 -3.49563 3.52310
C31 4.59891 -2.34172 4.07526
C32 3.13877 -2.25918 3.67138
H20 3.76135 -3.33337 0.49869
H21 3.28370 -4.38478 1.85322
H22 5.73244 -2.55753 1.75871
H23 5.73311 -4.33634 1.75907
H24 5.13064 -1.44181 3.74332
H25 4.68313 -2.42393 5.15716
H26 2.68882 -1.32738 4.00858
H27 2.58506 -3.10043 4.09700

Values from the calculation:
total charge: +1
energy above the lowest of the compared OMol25 structures with the same formula, charge and spin: 41.4 kcal per mole
gap between HOMO and LUMO: 6.09 eV
HOMO energy: -10.51 eV
electronic energy: -77241.9098 eV


Density functional theory data (wB97M-V/def2-TZVPD) for a molecular structure, C32H27Cl3MnN8Si.

Cartesian coordinates (Å):
Mn1 1.75261 -0.49489 -1.24904
C1 -3.47831 -4.82303 1.11822
C2 -2.40576 -4.14146 0.30960
C3 -1.45226 -4.86666 -0.40642
C4 -0.44473 -4.24166 -1.10834
C5 -0.31578 -2.83657 -1.17557
N1 0.71404 -2.21269 -1.82286
C6 1.26869 -2.85351 -2.93251
C7 0.45785 -3.23595 -4.01165
C8 0.97054 -3.74878 -5.18184
C9 2.34818 -3.88708 -5.35574
C10 2.93136 -4.35474 -6.66277
C11 3.16211 -3.53700 -4.29701
C12 2.64212 -3.06370 -3.09300
N2 3.58822 -2.86590 -2.02280
C13 4.74297 -3.54823 -1.85893
C14 5.27369 -3.20095 -0.64082
C15 4.35039 -2.29584 -0.10710
N3 3.33589 -2.10275 -0.93713
C16 -1.31133 -2.12406 -0.47779
C17 -2.30392 -2.76385 0.25802
N4 -1.41104 -0.69328 -0.56607
C18 -2.55648 0.01452 -0.63204
C19 -2.22678 1.35023 -0.68838
C20 -0.82912 1.35578 -0.67150
N5 -0.34340 0.12312 -0.58850
H1 -3.71831 -5.80231 0.70305
H2 -4.39741 -4.23563 1.13576
H3 -3.16778 -4.97623 2.15487
H4 -1.48794 -5.95087 -0.39052
H5 0.29433 -4.83709 -1.62987
H6 -0.60995 -3.08712 -3.90404
H7 0.29816 -4.01385 -5.99018
H8 2.29340 -5.10373 -7.13326
H9 3.91951 -4.79361 -6.52186
H10 3.03658 -3.52645 -7.36713
H11 4.23469 -3.62080 -4.41865
H12 5.09437 -4.24246 -2.59987
H13 6.18757 -3.55858 -0.20107
H14 4.37163 -1.77520 0.83646
H15 -3.01621 -2.15988 0.81011
H16 -3.51006 -0.48197 -0.66256
H17 -2.89719 2.18741 -0.76951
H18 -0.15364 2.19081 -0.76608
Cl1 2.21225 0.58771 -3.20274
Si1 2.85754 1.18965 0.30505
Cl2 3.97094 0.68181 2.05961
Cl3 4.08158 2.67129 -0.52674
N6 -1.56870 5.96817 3.10690
C21 -2.61017 6.30981 3.94637
C22 -3.23724 7.52592 4.22223
C23 -4.24408 7.49447 5.16043
C24 -4.61993 6.29867 5.80692
C25 -3.99339 5.10591 5.52938
C26 -2.96618 5.11760 4.58095
N7 -2.16007 4.08070 4.13706
C27 -1.36344 4.62491 3.26529
C28 -0.31380 3.87365 2.54800
C29 -0.12134 2.53201 2.85730
C30 0.86703 1.83368 2.20148
N8 1.65706 2.41133 1.28475
C31 1.47537 3.69423 0.97050
C32 0.49512 4.45456 1.58321
H19 -1.07044 6.58832 2.49573
H20 -2.95288 8.44593 3.72939
H21 -4.75884 8.41231 5.41228
H22 -5.41725 6.32719 6.53727
H23 -4.27550 4.18434 6.02020
H24 -0.74433 2.04916 3.59575
H25 1.04837 0.78389 2.39482
H26 2.13280 4.10274 0.21558
H27 0.38802 5.48656 1.27933

Values from the calculation:
multiplicity: 6
<S²>: 8.76
energy above the lowest of the compared OMol25 structures with the same formula, charge and spin: 2.4 kcal per mole
gap between HOMO and LUMO (alpha / beta): 5.18 / 5.25 eV
HOMO energy (alpha / beta): -6.48 / -6.56 eV
electronic energy: -122314.3011 eV


Density functional theory data (wB97M-V/def2-TZVPD) for a molecular structure, C32H27IrN6O at a distorted geometry.

Cartesian coordinates (Å):
Ir1 0.12165 0.06712 -0.29980
C1 3.59255 -2.00858 1.73560
C2 3.52755 -1.56608 3.06320
C3 2.66535 -0.55578 3.37730
C4 1.82765 0.01912 2.38140
N1 1.92215 -0.42578 1.09650
C5 2.77535 -1.40288 0.80830
N2 0.99965 0.94782 2.80760
C6 0.05365 1.64232 2.23550
N3 -0.26975 1.65662 0.89780
C7 -1.38125 2.44042 0.73400
N4 -2.05675 2.61252 -0.38230
C8 -1.84435 2.10792 -1.57550
C9 -2.84135 2.40962 -2.54530
C10 -2.68215 2.04422 -3.84750
C11 -1.47715 1.43132 -4.22380
C12 -0.56855 1.12452 -3.24130
N5 -0.74445 1.35632 -1.93260
C13 -1.76345 3.00662 1.98970
C14 -2.81635 3.83252 2.36650
C15 -2.95495 4.12532 3.70670
C16 -2.05795 3.62312 4.65400
C17 -1.00035 2.81242 4.29520
C18 -0.85435 2.49882 2.94750
H1 4.25865 -2.79998 1.43720
H2 4.14955 -2.01708 3.82180
H3 2.56295 -0.16538 4.37580
H4 2.80265 -1.71998 -0.22480
H5 -3.71075 2.93772 -2.18880
H6 -3.44615 2.24862 -4.57950
H7 -1.26915 1.19962 -5.25600
H8 0.37275 0.68502 -3.52730
H9 -3.49305 4.21892 1.62300
H10 -3.77265 4.74632 4.03590
H11 -2.19985 3.87762 5.69140
H12 -0.31365 2.43132 5.03370
C19 4.07335 0.85922 -2.65120
C20 4.00605 -0.10358 -3.64820
C21 2.92775 -0.96658 -3.68380
C22 1.92495 -0.84968 -2.71710
N6 2.01415 0.08782 -1.75550
C23 3.05465 0.90782 -1.71530
C24 0.69035 -1.63448 -2.70720
C25 0.35265 -2.50298 -3.74760
C26 -0.87755 -3.12698 -3.78110
C27 -1.79695 -2.89368 -2.77250
C28 -1.46785 -2.04358 -1.72650
C29 -0.23275 -1.42318 -1.66420
H13 4.89125 1.55872 -2.59950
H14 4.77595 -0.16358 -4.40090
H15 2.86355 -1.70308 -4.46800
H16 3.06285 1.64102 -0.91980
H17 1.04695 -2.66988 -4.55560
H18 -1.12965 -3.77018 -4.60930
H19 -2.77075 -3.35678 -2.79930
H20 -2.20755 -1.85648 -0.96020
C30 -1.63275 -1.57618 3.36870
C31 -1.40285 -1.98438 1.89870
C32 -0.66635 -3.33728 1.86800
O1 -0.70325 -0.99628 1.27810
H21 -2.24655 -2.32278 3.86270
H22 -2.12905 -0.61068 3.41870
H23 -0.67275 -1.50458 3.87340
H24 -2.39035 -2.11938 1.41370
H25 0.29315 -3.23368 2.36830
H26 -0.50195 -3.67118 0.84680
H27 -1.26225 -4.07598 2.39480

Values from the calculation:
multiplicity: 2
<S²>: 0.76
total charge: +1
energy above the lowest of the compared OMol25 structures with the same formula, charge and spin: 95.2 kcal per mole
gap between HOMO and LUMO (alpha / beta): 6.22 / 5.84 eV
HOMO energy (alpha / beta): -10.62 / -10.61 eV
electronic energy: -47442.2293 eV


Density functional theory data (wB97M-V/def2-TZVPD) for 2 unconnected molecules or ions with the total composition C32H27N2O2 at a distorted geometry.

Cartesian coordinates (Å):
H1 -1.34338 0.28869 -0.20224
C1 -1.37205 0.13299 1.29564
H2 -2.43297 0.30856 1.44812
C2 -0.93042 -1.23294 1.43545
C3 0.13343 -1.57116 2.22966
N1 0.77704 -0.64468 3.01793
C4 1.88721 -1.00193 3.83962
C5 2.72050 -2.04379 3.42312
C6 3.84930 -2.37850 4.18058
C7 4.14506 -1.68267 5.36043
C8 3.28560 -0.66111 5.78600
C9 2.17178 -0.30200 5.01646
C10 0.36988 0.66545 2.91634
C11 -0.53272 1.09863 1.96355
C12 -0.60414 2.58241 1.77025
N2 -1.62482 3.09525 1.00044
O1 0.26099 3.29772 2.26428
H3 -1.44944 -2.03882 0.88498
H4 0.48439 -2.59699 2.29242
H5 2.51642 -2.57930 2.49914
H6 4.50782 -3.18309 3.83869
H7 5.03459 -1.92713 5.94294
H8 3.49666 -0.13673 6.72646
H9 1.52743 0.51408 5.34433
H10 0.93207 1.33811 3.55563
H11 -2.47622 2.60609 0.76915
H12 -1.61999 4.09723 0.87130
C13 4.92936 -1.24832 -2.81132
O2 4.31898 -0.41681 -1.79195
C14 2.96497 -0.42682 -1.63580
C15 2.39866 0.62132 -0.86015
C16 1.03663 0.79252 -0.87030
C17 0.18304 -0.05701 -1.57939
C18 -1.26845 0.21981 -1.34851
C19 -2.29904 -0.78073 -1.86683
C20 -3.44311 -0.06565 -2.28810
C21 -4.59599 -0.70574 -2.74259
C22 -4.60166 -2.10184 -2.77959
C23 -3.43535 -2.81450 -2.47025
C24 -2.29134 -2.16845 -1.95731
C25 -3.15107 1.36261 -2.30252
C26 -1.80076 1.53067 -1.93039
C27 -1.19413 2.77126 -2.09672
C28 -2.01504 3.87377 -2.37291
C29 -3.38444 3.72415 -2.61930
C30 -3.95850 2.45173 -2.64475
C31 0.73241 -1.10859 -2.31391
C32 2.10165 -1.35597 -2.26116
H13 5.97820 -0.94884 -2.80516
H14 4.84283 -2.31038 -2.54912
H15 4.49880 -1.06346 -3.80798
H16 3.04032 1.30844 -0.31237
H17 0.60081 1.61910 -0.29003
H18 -5.45838 -0.10771 -3.03892
H19 -5.50892 -2.64924 -3.06034
H20 -3.40013 -3.90296 -2.60932
H21 -1.39438 -2.72401 -1.67450
H22 -0.11307 2.89394 -2.04292
H23 -1.59576 4.88340 -2.38131
H24 -4.03066 4.58835 -2.80412
H25 -5.00926 2.24011 -2.85620
H26 0.09544 -1.71987 -2.94943
H27 2.51336 -2.24863 -2.74519

Values from the calculation:
total charge: +1
energy above the lowest of the compared OMol25 structures with the same formula, charge and spin: 29.4 kcal per mole
gap between HOMO and LUMO: 5.98 eV
HOMO energy: -10.69 eV
electronic energy: -40690.0902 eV